[1]
# C16H22O3

A single C16H22O3 molecule (the ωB97M-V functional and the def2-TZVPD basis, the Open Molecules 2025 dataset).

The calculation puts the orbital gap at 9.60 eV. As for the structure (SMILES): CCCCC[C@H]1C[C@@H](COc2ccccc2)OC1=O. The net charge is 0. The total energy is -23091.8622 eV. As for the spin multiplicity: 1. The energy above the lowest of the compared OMol25 structures with the same formula, charge and spin is 32.6 kJ/mol. The HOMO energy comes out at -0.32424 Eh.

Structure (XYZ):
```
41
Properties=species:S:1:pos:R:3:forces:R:3
O -2.52318 -0.79118 0.78189 -0.105 0.053 0.104
O 2.40254 -2.61129 -0.88369 -0.092 -0.099 -0.028
O 0.41584 -2.77348 0.11434 -0.262 -0.462 -0.183
C 4.55014 1.54393 -0.48981 0.044 -0.094 0.240
C -0.46460 -1.96166 0.87638 -0.618 0.472 0.280
C -1.64716 -1.55253 -0.01196 0.323 -0.362 -0.167
C 5.11992 0.13077 -0.40317 -0.022 0.207 -0.121
C 1.60199 -0.76813 0.48517 -0.100 -0.015 -0.162
C -6.08289 0.72292 -0.71023 -0.107 0.012 -0.142
C -5.69399 0.93421 0.60380 0.055 -0.020 0.031
C 1.55856 -2.13554 -0.18180 0.658 0.407 0.009
C 2.01646 1.70043 -0.03961 0.051 -0.154 0.058
C -3.68098 -0.32606 0.22083 -0.129 0.123 0.075
C -4.50345 0.41587 1.06858 0.179 -0.108 -0.003
C -4.06879 -0.53747 -1.09598 0.332 -0.172 0.058
C 1.65203 0.32314 -0.59192 0.095 0.082 0.131
C 0.35357 -0.75357 1.36531 0.041 -0.102 0.071
C -5.26790 -0.01119 -1.55053 -0.122 0.080 0.028
C 3.43326 1.82461 0.52577 -0.075 0.149 -0.233
H 2.51967 -0.71619 1.07412 -0.037 -0.107 -0.041
H 3.53770 2.84716 0.89610 -0.005 -0.044 0.093
H 3.55284 1.16512 1.38695 0.043 0.011 0.125
H 4.17846 1.72800 -1.49972 0.011 0.083 -0.077
H 2.37793 0.02801 -1.35024 -0.025 -0.030 -0.075
H -6.32293 1.50588 1.26972 -0.043 0.046 0.065
H 1.90321 2.42685 -0.84793 -0.050 0.062 0.034
H -0.22695 0.16038 1.25730 -0.009 0.056 0.065
H -7.01478 1.12793 -1.07371 -0.078 0.033 -0.034
H 0.67652 0.38891 -1.08057 -0.012 -0.055 -0.069
H 5.36822 2.24681 -0.31599 -0.029 0.033 -0.090
H -0.84581 -2.56764 1.70417 0.077 0.083 -0.115
H 0.61040 -0.87307 2.41693 -0.036 0.041 -0.003
H 5.51541 -0.05591 0.59362 0.043 -0.057 0.100
H 1.30557 1.97237 0.74501 -0.092 0.083 -0.029
H 4.37364 -0.62739 -0.62325 -0.068 -0.153 -0.009
H -2.13796 -2.45800 -0.39238 0.024 0.123 -0.003
H -4.18422 0.56838 2.08751 0.034 0.022 0.127
H -5.56115 -0.18225 -2.57579 -0.018 -0.015 -0.077
H -1.27870 -0.96692 -0.86635 -0.042 -0.045 0.042
H -3.45321 -1.10739 -1.77414 0.081 -0.055 -0.033
H 5.93472 0.01516 -1.11472 0.085 -0.112 -0.042
```
Forces are in eV/Å.

---

[2]
# H15O11S

8 unconnected molecules or ions with the total composition H15O11S (the ωB97M-V functional and the def2-TZVPD basis, the Open Molecules 2025 dataset).

The calculation puts the orbital gap at 4.56 eV. The net charge is -1. The total energy is -33599.9861 eV. As for the spin multiplicity: 1. The energy above the lowest of the compared OMol25 structures with the same formula, charge and spin is 129.6 kJ/mol. The HOMO energy comes out at -0.11886 Eh.

Structure (XYZ):
```
27
Properties=species:S:1:pos:R:3:forces:R:3
S -1.98918 2.30060 -1.42540 0.044 7.105 -3.379
O 0.63576 -0.29912 -0.14364 4.339 -3.064 3.172
O 2.06870 0.13452 -2.57425 1.348 4.053 -2.827
O 2.92524 -1.59344 3.68401 -0.370 -3.538 -5.340
O -2.25015 0.10295 1.24889 -2.434 0.233 -2.420
O 1.50631 0.49835 2.29983 1.357 0.596 -1.067
O -1.05204 -0.91057 -2.84460 1.672 -0.428 0.848
O -0.34844 -3.06514 0.12883 3.931 1.990 0.315
O -2.73901 2.54221 -0.20697 -1.502 -1.158 2.121
O -1.04662 3.47476 -1.56734 -0.270 -1.141 0.167
O -1.20122 1.11530 -1.31682 3.321 -4.914 1.730
O -2.79486 2.19312 -2.64698 -0.592 -0.398 0.582
H -1.12992 -3.45678 -0.13566 -2.691 -0.930 -0.175
H -0.04481 -0.87060 -2.79525 -2.095 0.203 -0.135
H -0.20742 -2.89737 1.06278 -1.022 -0.706 0.136
H 2.20949 0.92439 -3.33842 -0.974 -3.469 2.723
H 1.01184 0.03220 0.74405 -0.684 -0.520 -0.641
H 2.22157 -1.18808 3.16900 0.151 0.057 -0.175
H -2.99786 -0.33873 0.69570 1.970 0.625 1.575
H 2.39903 0.68985 -1.84238 -0.397 -0.611 -0.032
H 1.07153 0.71169 3.13520 0.046 0.604 -0.395
H 0.02513 0.34286 -0.39246 -4.572 3.321 -2.373
H 2.20430 1.16858 2.02435 -1.458 -0.965 1.188
H 2.96788 -1.13203 4.42070 0.430 3.355 5.581
H -1.35689 -0.25730 -2.13169 0.518 -0.177 -1.303
H 0.29287 -1.22308 0.00053 -0.639 0.477 -0.763
H -2.38124 1.00088 0.74799 0.570 -0.598 0.886
```
Forces are in eV/Å.

---

Look up the orbital gap of the second one. 4.56 eV